Record 1
# C17H16ClNO6S

C17H16ClNO6S in the gas phase (ωB97M-V/def2-TZVPD, the Open Molecules 2025 dataset).

Each line ends with the Mulliken charge.
Positions of all 42 atoms, in Å:
C  -2.19564  -2.45347  0.01761  -0.5143
O  -1.20453  -2.15343  0.98150  -0.4890
C  -0.18814  -1.30291  0.71771  0.3385
C  0.55014  -0.93225  1.84181  -0.9113
C  1.61589  -0.04164  1.77534  1.2065
C  2.39438  0.35872  2.93219  -0.2807
C  2.23119  -0.06710  4.19054  -0.3610
C  3.06392  0.39735  5.30776  0.0917
O  2.93838  0.01984  6.44710  -0.5643
O  3.99763  1.29805  4.95627  -0.4503
C  1.91487  0.52139  0.53140  -1.0359
C  1.20554  0.15035  -0.58714  0.0732
S  1.50610  1.16580  -2.04501  1.1722
O  1.38807  0.45392  -3.27663  -0.6399
O  2.69381  1.92806  -1.81792  -0.7095
N  0.22933  2.25775  -1.91686  -0.2995
C  -1.06605  1.73882  -1.95498  -0.6546
C  -1.55514  1.20047  -3.14025  -0.2053
C  -2.82968  0.66983  -3.19128  -0.6857
C  -3.63808  0.67743  -2.06608  -0.3290
C  -3.16591  1.20555  -0.87667  -0.7457
C  -1.88316  1.71983  -0.82401  0.9286
Cl  -1.26179  2.33062  0.67955  -0.2039
C  0.16616  -0.77652  -0.54150  0.2191
O  -0.51379  -1.13483  -1.68104  0.0863
C  0.14392  -2.09622  -2.49835  -0.9875
H  -1.82376  -3.14313  -0.74325  0.2158
H  -2.99300  -2.93912  0.58029  0.3171
H  -2.57654  -1.55194  -0.46531  0.0992
H  0.24781  -1.36832  2.77987  0.4039
H  3.17895  1.07639  2.73199  0.4114
H  1.47647  -0.78254  4.47815  0.3947
H  4.50629  1.55938  5.73931  0.3399
H  2.69712  1.25459  0.41508  0.5457
H  0.39793  2.85797  -1.11864  0.5339
H  -0.90363  1.19057  -3.99814  0.4779
H  -3.19663  0.25029  -4.11509  0.4128
H  -4.63555  0.26741  -2.10714  0.4251
H  -3.77907  1.20809  0.01137  0.4287
H  0.40807  -2.98761  -1.91896  0.3380
H  -0.57814  -2.35517  -3.26971  0.2774
H  1.03627  -1.67229  -2.96090  0.3297

Output
DFT total energy = -55020.2931 eV
Total charge = 0
SMILES = COc1cc(/C=C/C(=O)O)cc(S(=O)(=O)Nc2ccccc2Cl)c1OC


Record 2
# C17H16F7IN6ReS4Sb

C17H16F7IN6ReS4Sb as an isolated structure (ωB97M-V/def2-TZVPD, the Open Molecules 2025 dataset).

Each line ends with the Mulliken charge.
Positions of all 53 atoms, in Å:
Re  0.75843  0.21919  0.11713  0.8523
C  -3.54270  -0.44118  1.36259  -1.8518
C  -2.23704  0.02861  0.81817  1.1653
N  -1.08862  -0.45059  1.16294  1.2169
N  -1.09873  -1.48902  2.04055  -1.7231
C  0.08280  -1.84950  2.44720  0.5817
N  0.17298  -2.85663  3.32994  -0.3962
S  1.54252  -1.04221  1.99150  -0.3129
C  -2.16485  1.09759  -0.16137  0.5851
C  -3.25628  1.82404  -0.58993  -0.9600
C  -3.06790  2.89127  -1.45642  -1.0404
C  -1.78502  3.21305  -1.84530  -1.5406
C  -0.73484  2.43800  -1.38282  -0.3107
N  -0.91864  1.38088  -0.58990  0.7543
H  -3.38408  -1.14623  2.16865  0.3983
H  -4.12409  -0.92398  0.57363  0.3526
H  -4.12024  0.40740  1.73157  0.4234
H  -0.66805  -3.31532  3.63343  0.2317
H  1.06663  -3.22472  3.59734  0.2021
H  -4.24260  1.56082  -0.23774  0.4955
H  -3.91297  3.46922  -1.80459  0.4676
H  -1.56447  4.03971  -2.50436  0.6122
H  0.27552  2.66595  -1.67146  1.3736
S  -0.44006  6.97646  -0.72068  -0.2741
C  0.19152  5.59923  -0.08246  0.2253
S  -0.61859  4.64310  1.13586  -0.1161
C  0.61519  3.42092  1.01422  0.3518
N  1.55725  3.71966  0.19228  -0.7292
N  1.34265  4.93314  -0.39744  0.6694
C  2.29562  5.32187  -1.39932  0.2969
C  2.77140  4.34988  -2.26497  0.0600
C  3.69428  4.70091  -3.23645  -0.9402
C  4.14195  6.01011  -3.33036  -0.4073
C  3.67201  6.96908  -2.44209  -0.6320
C  2.74712  6.62919  -1.46745  -0.5059
S  0.54900  1.88559  1.83145  -0.2404
H  2.43560  3.32676  -2.17859  0.4263
H  4.05307  3.94318  -3.91997  0.4243
H  4.86014  6.28403  -4.09182  0.3959
H  4.02750  7.98884  -2.50413  0.3712
H  2.37548  7.36968  -0.77501  0.4283
F  2.57585  0.44279  -0.11512  -0.5315
F  1.20385  0.77518  -2.19927  -0.4438
Sb  0.82629  0.94295  -4.15400  2.3454
F  0.98413  -0.91285  -4.31341  -0.5234
F  0.42634  1.14885  -5.96501  -0.5284
F  -0.98014  0.70203  -3.64734  -0.6033
F  0.62004  2.79589  -3.85647  -0.5862
F  2.66775  1.18901  -4.35526  -0.5361
I  1.60326  -2.37404  -1.48533  0.1883
C  -0.18960  -1.32279  -1.00341  -1.3226
H  -0.78519  -2.05345  -0.47117  0.6123
H  -0.66618  -1.01257  -1.93103  0.5478

Output
DFT total energy = -105965.3225 eV
Total charge = 0


Record 3
# C17H16FNO2

C17H16FNO2 in the gas phase (ωB97M-V/def2-TZVPD, the Open Molecules 2025 dataset).

Each line ends with the Mulliken charge.
Positions of all 37 atoms, in Å:
C  -2.93010  0.70335  0.78356  -1.2924
C  -1.85810  -0.32573  1.00006  0.5323
O  -2.13539  -1.50176  0.80324  -0.5106
N  -0.52948  0.04466  1.35714  0.6085
C  -0.16669  0.07448  2.72634  0.5298
C  -0.31680  1.31905  3.56331  -1.3208
O  0.36753  -0.92698  3.23633  -0.5454
C  0.75697  -0.09228  0.28215  -0.1936
C  0.63954  1.09241  -0.74226  0.3020
C  0.97027  2.32032  -0.19719  -0.3588
C  0.94021  3.47996  -0.98473  -0.6900
C  0.56209  3.37468  -2.32615  -0.4139
C  0.11895  2.14432  -2.82519  -0.9093
C  0.04258  1.02168  -1.98885  -0.0637
C  0.83310  -1.51458  -0.35310  -0.0406
C  0.52315  -2.60256  0.42965  0.0783
C  0.70514  -3.92234  0.01590  -1.1163
C  1.11742  -4.13564  -1.29923  0.5237
F  1.29664  -5.38361  -1.75041  -0.3321
C  1.33570  -3.08551  -2.20147  -1.0599
C  1.18657  -1.78188  -1.69568  0.0978
H  -2.65357  1.69473  1.13464  0.2762
H  -3.21819  0.72161  -0.28273  0.2772
H  -3.85231  0.41187  1.29123  0.4282
H  -0.97750  2.04486  3.10158  0.2634
H  -0.70960  1.09564  4.55767  0.4254
H  0.67538  1.74906  3.77894  0.2874
H  1.67667  0.08117  0.90257  0.5400
H  1.23136  2.39789  0.87516  0.2582
H  1.13787  4.45214  -0.50501  0.3677
H  0.48160  4.27393  -2.92127  0.3742
H  -0.25298  2.08831  -3.85712  0.3473
H  -0.50055  0.13876  -2.31885  0.7342
H  0.11962  -2.44245  1.43489  0.2489
H  0.48472  -4.76258  0.66982  0.4257
H  1.56991  -3.27939  -3.24283  0.4409
H  1.32825  -0.96757  -2.45211  0.4802

Output
DFT total energy = -26189.5706 eV
Total charge = 0
SMILES = CC(=O)N(C(C)=O)[C@H](c1ccccc1)c1ccc(F)cc1


For the records above, the corresponding Kohn-Sham gap values read 8.46 6.29 9.07 eV.
For the records above, the corresponding relative energy (zero: lowest compared OMol25 entry of this formula, charge and spin) values read 0.731 0.000 0.000 eV.
For the records above, the corresponding LUMO energy values read -0.0155 -0.0693 0.0066 Ha.